29
Properties=species:S:1:pos:R:3:forces:R:3 method="wB97M-V/def2-TZVPD" relative_energy_kcal_mol=40.8 homo_ev=-8.04 lumo_ev=0.72 gap_ev=8.8
C 1.440 -1.751 -0.639 -0.14 2.14 1.97
N 0.816 0.596 2.007 -0.24 -0.81 -0.07
H 3.206 -1.347 0.456 0.29 -0.41 -1.34
H 0.480 -0.172 2.585 -0.42 0.20 0.01
C -2.165 -0.789 1.021 -0.05 -0.51 0.53
H -1.407 0.940 -1.670 -1.19 -0.11 -0.15
H 1.219 -2.572 0.024 -0.96 -0.11 0.36
C -2.081 0.364 -1.002 0.30 1.65 -1.90
C -4.116 -0.733 -0.398 -2.12 1.10 2.07
H -5.261 -0.774 -0.353 1.80 -0.30 -0.79
H 3.154 1.489 0.341 -1.00 0.61 -0.66
Si 0.459 0.361 0.326 -0.89 -3.25 -1.53
H -4.052 0.646 -2.052 1.36 -0.85 1.05
H 2.075 2.634 1.112 0.23 -0.07 -0.32
H 3.449 -2.726 -0.757 -0.53 1.67 0.01
H 0.931 -1.884 -1.575 0.05 0.01 -0.56
C 1.151 1.843 -0.558 -4.60 2.09 -0.32
H -1.653 -1.166 1.890 -0.13 -0.06 0.46
C 2.349 2.266 0.109 4.67 1.48 1.68
C 2.975 -1.686 -0.605 -1.26 -2.33 2.63
C -1.437 -0.024 0.122 1.54 -0.42 0.94
H 3.255 -0.984 -1.288 1.58 1.78 -1.83
C -3.490 -1.125 0.793 -0.34 -1.50 0.91
H 2.928 3.133 -0.365 -0.89 -1.14 0.37
C -3.443 0.136 -1.227 -0.81 0.46 -1.78
H 0.392 2.776 -0.287 1.20 -2.37 -0.66
H 1.070 1.863 -1.643 0.59 -0.45 -0.07
H -4.050 -1.762 1.573 0.91 1.11 -1.38
H 1.804 0.448 2.059 1.06 0.39 0.38



29
Properties=species:S:1:pos:R:3:forces:R:3 method="wB97M-V/def2-TZVPD" relative_energy_kcal_mol=137.4 homo_ev="-5.49 / -5.92" lumo_ev="-0.37 / -0.29" gap_ev="5.1 / 5.6"
H -1.154 2.610 -1.465 -0.26 0.10 0.74
C 3.303 -0.520 1.112 0.70 1.48 -1.77
C -0.750 2.290 -0.483 -0.54 -0.15 0.62
N -1.032 -1.041 -0.984 -0.58 -0.24 0.62
H -2.572 -1.986 0.213 0.29 1.26 0.31
H 0.766 -2.052 -1.189 0.39 -0.27 -0.41
H -2.630 0.291 2.001 0.56 -0.27 -0.52
H -0.432 -2.994 -0.251 0.05 1.15 -1.04
H -0.676 -2.822 -2.031 0.51 0.28 0.30
H -1.092 3.315 1.471 0.11 0.66 0.26
H 4.508 0.490 -1.891 -0.73 1.25 1.13
C 2.404 0.664 -1.269 2.54 0.11 0.36
H -2.049 1.806 1.340 0.88 -0.80 0.51
H 3.787 -0.970 1.969 -0.65 -0.22 0.21
C -1.619 2.655 0.822 0.03 -1.04 -2.15
C 1.947 -0.453 0.824 3.56 1.66 -2.62
H 5.237 -0.168 0.428 1.43 0.10 -0.30
H -2.956 -0.323 -0.706 0.04 -1.73 0.72
C -2.436 -1.331 -0.670 -0.64 0.79 -1.13
C -0.283 -2.285 -1.144 -0.49 -0.85 0.80
Si -0.336 0.451 -0.625 0.87 -0.47 1.82
C 4.243 0.028 0.151 -2.24 -1.00 2.21
H -2.538 2.962 0.409 -1.11 1.66 -0.24
H -2.831 -1.997 -1.442 -0.09 0.38 -0.55
H 2.116 1.043 -2.208 -0.44 0.53 -1.00
C 1.509 0.171 -0.387 -1.39 -0.34 1.45
C 3.808 0.589 -1.003 -0.02 -1.42 -2.45
H 0.168 2.874 -0.328 0.24 -0.76 -0.46
H 1.332 -0.989 1.384 -3.04 -1.83 2.57



Largest force on an atom values, unit eV/Å, following the record order: 5.184, 4.724.